Record 1
Density functional theory data (ωB97M-V/def2-TZVPD) for an isolated ion of composition C7H10NO4S and charge +1.

Structure (XYZ):
```
23
Properties=species:S:1:pos:R:3:forces:R:3
C 3.7216 0.7114 0.8282 0.217 0.079 0.099
C 2.3699 0.3547 0.3441 -0.529 -0.121 -0.212
C 1.7271 -0.8141 0.7682 -0.102 0.191 -0.145
C 0.4850 -1.1389 0.2860 0.380 -0.240 0.290
N -0.1472 -0.3555 -0.6116 1.145 0.188 0.342
C -1.4118 -0.7084 -1.0817 -3.431 1.353 1.554
S -2.7579 0.3983 0.3126 2.495 -1.854 -1.774
O -2.4067 1.7587 0.1210 -0.460 0.382 -0.200
O -2.5910 -0.2594 1.5594 -0.360 -0.040 0.177
O -4.2143 0.1555 -0.3527 0.307 1.022 0.263
O -4.4792 -1.2109 -0.1924 -0.287 -1.347 -0.203
C 0.4263 0.7997 -1.0052 0.356 0.387 -0.132
C 1.6677 1.1691 -0.5527 -0.032 -0.219 0.147
H 3.6381 1.2526 1.7717 -0.012 0.057 0.067
H 4.3159 -0.1782 1.0192 0.062 -0.033 -0.010
H 4.2390 1.3542 0.1213 0.051 0.017 -0.013
H 2.2075 -1.4762 1.4707 -0.004 -0.103 0.051
H -0.0213 -2.0417 0.5876 -0.135 -0.031 -0.026
H -1.6782 -0.2787 -2.0342 0.122 -0.025 -0.192
H -1.6891 -1.7416 -0.9409 0.131 -0.122 -0.029
H -5.3766 -1.2533 0.1877 0.234 0.432 0.042
H -0.1260 1.4112 -1.7014 -0.132 -0.052 -0.029
H 2.1013 2.0917 -0.9048 -0.016 0.077 -0.068
```
Forces are in eV/Å.

Computed properties:
- SMILES = Cc1cc[n+](CS(=O)(=O)OO)cc1
- total charge = +1


Record 2
Density functional theory data (ωB97M-V/def2-TZVPD) for one molecule with the formula C7H12.

Structure (XYZ):
```
19
Properties=species:S:1:pos:R:3:forces:R:3
C 2.7283 -0.9994 -0.7193 -1.693 1.037 2.202
C 1.7136 -0.6522 0.1124 -0.817 -0.129 -1.658
C 0.2845 -0.6048 -0.4529 -0.050 -0.550 1.014
C -0.0491 -0.5817 -1.7534 1.200 1.300 -1.699
C -0.9172 -0.7847 0.5221 1.761 0.791 -0.194
C -1.1956 0.5196 1.3216 -1.666 0.437 0.525
C -1.2898 1.8091 0.4642 1.369 1.630 0.734
H 2.7089 -1.0263 -1.7795 -0.319 -0.283 -0.642
H 3.6044 -1.2013 -0.1910 1.778 -0.241 0.219
H 1.8915 -0.6209 1.2147 -0.372 0.019 -1.091
H -0.9376 -1.1070 -2.1055 -0.302 0.815 0.293
H 0.5128 -0.0126 -2.6106 -0.429 -1.694 1.786
H -0.8047 -1.6018 1.1959 0.470 -0.668 0.791
H -1.7378 -1.0727 -0.0970 -0.885 0.260 -0.340
H -2.2068 0.3224 1.9302 2.102 0.662 -1.292
H -0.4425 0.8587 2.0859 -0.376 -1.305 -0.588
H -0.3964 2.0469 -0.2113 -1.031 -0.789 1.044
H -2.1492 2.0455 -0.1168 -0.973 -0.723 -0.705
H -1.3173 2.6632 1.1903 0.236 -0.569 -0.399
```
Forces are in eV/Å.

Computed properties:
- SMILES = C=CC(=C)CCC


Record 3
Density functional theory data (ωB97M-V/def2-TZVPD) for C3H9AgBNO4P as an isolated structure.

Structure (XYZ):
```
20
Properties=species:S:1:pos:R:3:forces:R:3
C 0.8123 2.3054 -0.6988 -1.201 0.581 -0.446
P 1.0590 0.4867 -1.3386 1.768 0.413 -1.876
O 0.3091 0.4618 -2.9297 -0.381 1.856 3.227
C 0.1341 -0.7333 -0.1972 -0.116 -0.297 0.289
O -1.3050 -0.4325 -0.2486 -1.624 -3.330 -1.792
C -2.0313 -1.3175 -1.1728 1.704 -2.378 -5.215
O -1.5523 -1.8690 -2.2915 -2.432 3.661 7.761
B 0.6445 -0.5675 1.3572 0.816 0.584 0.360
N -0.0554 0.2512 2.4277 0.094 -1.206 -1.683
O 1.9018 -1.3016 1.7338 -3.295 -0.483 0.528
H 0.9995 2.9836 -1.6625 -0.255 -1.494 2.151
H -0.3036 2.4996 -0.3595 2.285 -0.177 -0.479
H 1.6008 2.6051 0.1296 -1.674 -0.815 -1.740
H -0.2584 1.2901 -2.9489 0.626 -1.473 -0.331
H 0.4025 -1.8197 -0.5412 -0.686 2.031 0.057
H -3.1675 -1.5723 -0.9123 2.547 1.169 -0.100
H -1.0801 0.0507 2.4034 0.969 0.805 -0.234
H 0.0868 1.2642 2.1864 -0.279 -1.088 0.641
H 1.7325 -1.7515 2.6312 1.616 2.025 -0.888
Ag 0.0708 -2.8336 2.4323 -0.485 -0.385 -0.230
```
Forces are in eV/Å.

Computed properties:
- total charge = +1


Record 4
Density functional theory data (ωB97M-V/def2-TZVPD) for C18H17Cl4NO3Ru as an isolated structure.

Structure (XYZ):
```
44
Properties=species:S:1:pos:R:3:forces:R:3
Ru 0.2347 0.1472 -0.1313 0.851 0.720 0.164
Cl -0.0678 5.3244 4.1183 0.001 0.001 -0.011
C -0.0106 3.7329 3.4587 -0.001 -0.053 0.126
C 0.0634 2.6233 4.3046 -0.006 0.134 -0.023
Cl 0.0946 2.8402 6.0143 0.003 -0.009 0.006
C 0.1027 1.3397 3.7688 0.085 -0.068 -0.077
Cl 0.1523 -0.0638 4.7688 -0.003 0.024 -0.009
C 0.0869 1.1632 2.3888 -0.119 -0.048 0.208
O 0.0339 -0.0425 1.8096 -0.207 -0.169 0.069
C 0.0243 2.2747 1.5459 -0.024 -0.080 0.095
O -0.0461 2.0135 0.2335 -0.175 0.012 -0.058
C -0.0425 3.5550 2.0791 0.047 -0.012 -0.140
Cl -0.1726 4.8845 0.9878 0.002 -0.014 0.022
C 4.7056 0.4617 -0.6591 0.020 0.001 -0.002
C 4.0884 -0.8897 -0.8657 -0.052 0.033 0.023
C 4.8463 -2.0298 -1.0858 0.038 -0.009 0.009
C 4.2539 -3.2724 -1.2797 0.026 -0.001 -0.008
C 2.8749 -3.4011 -1.2482 -0.042 0.006 0.016
C 2.0920 -2.2825 -1.0113 0.088 0.039 -0.064
C 0.6016 -2.2806 -0.9748 -0.112 -0.081 -0.042
C 2.6957 -1.0366 -0.8267 -0.010 0.056 0.114
N 1.8747 0.0904 -0.6805 -0.295 -0.313 -0.405
H 5.7874 0.4162 -0.7747 -0.001 -0.001 -0.006
H 4.4801 0.8462 0.3369 0.003 0.000 -0.004
H 4.3025 1.1814 -1.3733 0.000 0.003 0.009
H 5.9261 -1.9425 -1.1089 -0.001 -0.002 -0.001
H 4.8733 -4.1412 -1.4589 0.001 0.000 0.003
H 2.4077 -4.3660 -1.4048 0.002 0.000 0.005
H 0.1406 -3.2641 -1.0502 0.055 -0.038 0.143
H 0.1981 -1.6936 -1.8072 -0.040 0.015 -0.042
H 0.2615 -1.8947 0.0212 -0.131 0.010 -0.005
C -4.0945 -0.6186 -0.0632 0.003 0.017 -0.005
C -4.0502 0.8916 -0.3064 -0.011 0.002 -0.002
C -2.6918 1.0971 -0.9601 -0.013 -0.004 -0.029
O -1.8788 -0.0295 -0.5134 0.046 -0.163 -0.087
C -2.6630 -0.9105 0.3314 -0.046 0.028 0.013
H -4.3525 -1.1474 -0.9824 0.002 -0.011 0.007
H -4.7998 -0.9072 0.7137 -0.003 0.009 0.001
H -4.1035 1.4319 0.6395 0.008 -0.015 0.007
H -4.8595 1.2402 -0.9451 -0.001 0.016 0.013
H -2.1829 2.0080 -0.6556 0.001 0.018 -0.022
H -2.7393 1.0463 -2.0483 0.004 -0.032 0.008
H -2.4564 -0.6568 1.3728 0.014 -0.024 0.006
H -2.3349 -1.9300 0.1370 -0.008 0.004 -0.024
```
Forces are in eV/Å.


Record 5
Density functional theory data (ωB97M-V/def2-TZVPD) for one molecule with the formula C18H26N2O3S.

Structure (XYZ):
```
50
Properties=species:S:1:pos:R:3:forces:R:3
C -6.0233 -0.4842 -0.6838 0.026 0.094 -0.208
C -4.6144 -0.0572 -1.0345 -0.347 -0.129 0.084
O -4.3375 0.4002 -2.1221 0.022 0.105 -0.243
N -3.6849 -0.1853 -0.0400 0.056 0.189 0.066
C -2.3770 0.3004 -0.1034 0.507 0.183 0.155
C -1.6741 0.7697 -1.2026 0.035 0.075 -0.191
C -0.3729 1.2078 -1.0020 -0.088 -0.005 -0.005
C 0.1976 1.1672 0.2550 0.571 0.151 0.183
S 1.8778 1.7502 0.4468 -0.141 -0.228 -0.330
O 2.3151 1.4379 1.7823 -0.163 -0.210 -0.056
O 1.9581 3.1164 0.0196 0.001 0.041 -0.255
N 2.6458 0.8105 -0.7028 -0.588 0.715 0.708
C 3.7106 1.4278 -1.4552 0.208 0.327 -0.073
C 2.7436 -0.5831 -0.3136 0.122 -0.474 -0.020
C 2.6175 -1.5086 -1.5253 -0.290 0.051 0.275
C 2.5565 -2.9613 -1.0615 0.293 0.013 -0.185
C 3.7971 -3.3153 -0.2461 -0.266 -0.076 0.214
C 3.9380 -2.3787 0.9507 0.269 0.015 -0.228
C 4.0007 -0.9254 0.4896 -0.295 0.023 0.206
C -0.5034 0.7073 1.3596 0.036 -0.006 -0.011
C -1.7960 0.2751 1.1700 -0.084 -0.043 -0.270
C -2.7971 -0.2314 2.1646 -0.105 0.190 0.011
C -3.8952 -0.8243 1.2628 -0.196 -0.546 0.317
C -3.7173 -2.3383 1.1309 -0.135 0.232 0.045
H -6.6419 -0.3498 -1.5670 0.052 -0.002 0.004
H -6.4152 0.1403 0.1168 -0.048 -0.007 0.101
H -6.0674 -1.5240 -0.3735 -0.025 -0.084 0.096
H -2.1331 0.7998 -2.1759 0.019 -0.001 -0.014
H 0.2157 1.5858 -1.8220 0.008 0.011 -0.194
H 3.4543 2.4813 -1.5413 0.190 0.006 -0.189
H 3.7629 0.9855 -2.4506 0.009 0.004 0.022
H 4.6849 1.3437 -0.9648 -0.001 -0.004 -0.048
H 1.8730 -0.7427 0.3345 0.080 -0.288 -0.045
H 1.7192 -1.2477 -2.0876 0.004 0.053 -0.062
H 3.4815 -1.3735 -2.1779 0.059 0.034 -0.100
H 2.4785 -3.6221 -1.9274 -0.091 -0.021 0.024
H 1.6649 -3.1066 -0.4472 -0.085 -0.047 0.004
H 3.7329 -4.3501 0.0966 0.073 -0.035 -0.044
H 4.6823 -3.2280 -0.8801 0.078 -0.040 -0.039
H 3.0832 -2.5087 1.6179 -0.034 -0.029 0.096
H 4.8411 -2.6262 1.5120 -0.053 -0.006 0.087
H 4.8865 -0.7840 -0.1329 0.072 0.042 -0.036
H 4.0617 -0.2530 1.3465 0.102 0.012 -0.042
H -0.0227 0.7024 2.3249 0.020 -0.042 0.165
H -2.3804 -0.9784 2.8384 -0.056 -0.044 0.028
H -3.1747 0.5968 2.7690 -0.022 -0.023 0.032
H -4.8943 -0.5952 1.6394 0.120 0.011 -0.048
H -4.4034 -2.7570 0.3995 -0.056 -0.060 -0.061
H -3.8978 -2.8196 2.0886 0.007 -0.087 0.102
H -2.7019 -2.5601 0.8101 0.132 -0.039 -0.026
```
Forces are in eV/Å.

Computed properties:
- SMILES = CC(=O)N1c2ccc(S(=O)(=O)N(C)C3CCCCC3)cc2C[C@@H]1C


Record 6
Density functional theory data (ωB97M-V/def2-TZVPD) for a 2-piece molecular cluster, C12H17O2P overall.

Structure (XYZ):
```
32
Properties=species:S:1:pos:R:3:forces:R:3
C 0.4740 -2.8627 1.4369 3.109 -0.252 -0.546
C -0.2784 -2.0645 0.4731 -1.302 1.589 1.073
C -0.1520 -0.7293 0.4165 1.235 0.378 1.094
C -0.7036 0.4599 -0.2261 -0.771 -1.553 -0.214
C -1.7291 0.7396 -1.0736 -0.084 1.035 -0.262
C -1.8347 2.0828 -1.3586 0.188 0.435 1.786
C -1.1093 3.0122 -0.6127 -0.337 2.694 -2.698
C -0.1199 2.7212 0.2809 -0.085 0.152 0.196
C 0.0642 1.3991 0.4299 0.393 -2.463 0.922
C 0.7365 0.3133 1.2732 1.771 -1.366 -0.565
C 2.2979 0.2196 1.1135 -2.867 -2.335 -2.723
C 0.3400 0.2624 2.7044 2.983 -0.844 2.265
H 1.4059 -2.2604 1.6470 -1.050 -0.874 0.802
H 0.8910 -3.7466 0.9513 0.097 -0.120 -0.537
H -0.0171 -3.3721 2.2539 -0.474 0.800 0.644
H -1.1338 -2.5665 0.0967 -0.530 -0.122 -1.229
H -2.4267 0.0384 -1.4347 -0.501 -0.971 -0.490
H -2.6091 2.5018 -1.9209 -1.067 0.269 -1.198
H -1.2374 4.0705 -0.9841 -0.008 -1.033 0.923
H 0.4108 3.4480 0.8298 0.488 0.859 0.434
H 2.6995 -0.5207 1.7592 0.495 -0.518 0.666
H 2.7175 1.1397 1.2297 1.353 2.545 0.574
H 2.4605 -0.1148 0.0420 0.179 0.388 1.142
H -0.6611 0.3845 2.8297 -3.125 0.025 0.301
H 0.7786 1.0530 3.3163 0.254 0.473 -0.302
H 0.6933 -0.6513 3.3194 -0.648 0.968 -1.498
O -1.0815 -2.1527 -2.5490 0.266 0.618 -0.440
P -0.1078 -1.1479 -3.0543 -1.611 0.212 2.565
O -0.7047 0.1162 -3.8683 1.232 -0.909 -0.352
H 0.6612 -0.6617 -1.8793 -0.362 -0.202 -1.783
H 0.7129 -1.6910 -3.9677 1.115 -0.067 -1.069
H -1.4375 0.5799 -3.4739 -0.334 0.189 0.520
```
Forces are in eV/Å.

Computed properties:
- SMILES = C/C=C1/c2ccccc2C1(C)C.O=[PH2]O


Across the entries above, max |F| takes the values 4.00, 2.97, 8.92, 1.13, 1.17, 4.59 eV/Å, respectively.
Across the entries above, gap between HOMO and LUMO takes the values 9.064, 9.310, 4.550, 7.001, 9.089, 9.023 eV, respectively.
Across the entries above, DFT total energy takes the values -1026.25331, -273.81597, -988.23656, -2912.17752, -1434.94294, -959.21945 a.u., respectively.